193
Properties=species:S:1:pos:R:3:forces:R:3 method="wB97M-V/def2-TZVPD" relative_energy_kj_mol=0.0 e_homo_ha=-0.3471 multiplicity=1
O -0.7000 -6.0161 8.3409 0.377 -0.106 2.642
S -0.5109 -6.0820 9.7908 -0.250 -0.783 0.207
O -1.6391 -6.2010 10.7233 1.816 0.305 -1.647
O 0.4980 -7.4054 10.0274 -1.235 1.332 -0.304
C 0.8936 -7.7397 11.3643 0.654 -0.442 0.964
C 1.0218 -9.2564 11.4950 -0.327 0.194 -0.723
C 0.6566 -4.7767 10.3696 -0.729 -0.690 -0.459
H 0.2498 -7.3395 12.1476 -0.556 0.021 -0.368
H 1.8694 -7.3114 11.5934 0.221 0.268 -0.410
H 0.0346 -9.7101 11.4065 0.054 -0.117 0.163
H 1.5175 -9.5733 12.4126 -0.188 0.256 0.111
H 1.6242 -9.6312 10.6676 0.026 -0.004 -0.046
H 1.5971 -5.1936 10.0095 0.139 0.445 0.261
H 0.5733 -4.6845 11.4525 0.156 -0.366 -0.091
H 0.4428 -3.7963 9.9439 -0.157 -0.314 -0.307
O -2.8861 -4.8964 -9.3072 0.025 -0.150 2.742
S -2.9618 -5.2168 -7.8816 -0.130 -0.364 0.871
O -1.8587 -5.8705 -7.1569 -1.706 1.642 -1.384
O -3.5379 -3.8902 -7.0420 1.685 -0.666 -1.370
C -3.4099 -3.9010 -5.6189 -0.756 -0.237 1.145
C -4.0392 -2.6191 -5.1219 0.119 0.395 -0.328
C -4.4430 -6.1434 -7.5723 -0.539 -1.031 -1.118
H -2.3981 -4.0230 -5.2322 0.198 0.106 -0.575
H -3.9871 -4.7235 -5.1965 -0.014 -0.347 -0.157
H -5.0645 -2.5089 -5.4750 0.063 -0.059 -0.234
H -3.4337 -1.8029 -5.5158 -0.206 0.280 0.189
H -4.1042 -2.5537 -4.0358 0.367 -0.180 0.004
H -4.7426 -6.2777 -6.5329 0.483 0.380 -0.028
H -4.3324 -7.1341 -8.0131 0.313 -0.081 0.071
H -5.2498 -5.6927 -8.1503 0.099 0.326 0.189
O 0.8691 12.7889 -4.4018 -1.643 -0.689 0.435
S -0.5044 12.5469 -3.9746 -0.271 0.033 -1.135
O -0.7724 12.1186 -2.6166 0.229 0.235 -1.359
O -1.3252 13.9327 -4.2628 -0.159 -2.238 0.465
C -0.6426 15.1166 -3.9305 0.223 1.933 0.379
C -1.6804 16.1424 -3.4079 0.814 -0.650 -1.016
C -1.5199 11.4611 -5.1976 1.023 0.239 1.017
H -0.0833 15.3732 -4.8302 -0.044 0.588 0.134
H 0.0645 15.0557 -3.1032 0.192 -0.804 -0.110
H -2.0549 15.6956 -2.4870 -0.418 0.358 -0.111
H -2.4352 16.3252 -4.1727 -0.287 -0.135 0.310
H -1.1892 17.0955 -3.2115 0.060 -0.085 0.170
H -1.1824 10.4250 -5.1698 0.274 0.080 0.735
H -1.3818 11.7024 -6.2515 -0.112 0.878 0.323
H -2.5439 11.4986 -4.8261 0.113 0.247 -0.225
O -3.8726 -6.8970 -0.5206 -1.585 0.243 0.795
S -4.9518 -6.6107 0.4152 -1.018 1.526 1.454
O -5.2520 -5.2138 0.8466 0.727 -3.477 -1.411
O -6.4087 -7.2761 -0.0745 2.251 1.616 0.728
C -6.4528 -8.1639 -1.1950 -1.462 -0.062 0.303
C -7.7311 -7.7843 -1.9925 1.434 -1.219 -0.673
C -4.7273 -7.5964 1.9472 -0.287 0.531 -0.331
H -6.5632 -9.1556 -0.7562 -0.047 -0.219 -0.193
H -5.5211 -8.1611 -1.7607 -0.192 0.354 -0.173
H -8.6886 -7.8777 -1.4803 0.393 0.454 0.470
H -7.7768 -8.5784 -2.7378 -0.126 0.035 -0.444
H -7.5787 -6.8489 -2.5309 -0.304 0.084 0.295
H -5.0319 -8.6295 1.7797 0.317 0.087 -0.229
H -5.3815 -7.1769 2.7115 -0.089 0.149 -0.258
H -3.7027 -7.4944 2.3046 0.004 -0.092 -0.345
O 7.8619 0.7926 4.2666 0.067 -0.022 -0.228
S 8.8288 0.3848 3.2995 1.259 -0.896 -0.149
O 8.9611 1.0815 2.0276 -0.027 -1.177 1.502
O 10.2731 0.4223 4.1285 -1.620 0.499 -1.470
C 11.4959 0.4471 3.3806 1.797 -1.007 0.911
C 12.3245 -0.7130 3.9526 0.163 0.070 -0.132
C 8.7315 -1.5062 3.1457 -0.198 2.225 -0.260
H 12.0542 1.3527 3.6179 -0.491 0.347 -0.245
H 11.4538 0.3024 2.3010 -0.791 0.338 0.044
H 12.5076 -0.5844 5.0193 -0.482 -0.141 0.089
H 13.3324 -0.7824 3.5436 -0.072 0.172 -0.463
H 11.8088 -1.6464 3.7268 0.101 -0.126 0.334
H 8.7190 -1.8176 4.1902 0.272 -0.175 -0.273
H 9.5950 -1.7838 2.5413 -0.070 -0.235 0.315
H 7.7987 -1.7605 2.6423 0.090 0.107 0.030
O 8.2812 -7.0992 2.7850 0.264 -0.502 2.082
S 8.8226 -7.5317 4.0730 0.186 -1.130 -0.464
O 9.9671 -6.8597 4.6410 -1.142 -0.517 -0.439
O 7.7086 -7.5864 5.2705 2.379 0.949 -0.561
C 6.3684 -7.8734 4.9590 0.259 -0.784 -0.851
C 5.5956 -7.8771 6.2251 -1.095 0.225 0.532
C 9.1976 -9.3602 4.0089 0.037 1.566 0.917
H 6.3533 -8.8738 4.5265 -0.236 -0.073 -0.340
H 6.0667 -7.1358 4.2154 -0.566 -0.177 0.094
H 4.7140 -8.4995 6.0717 -0.373 0.399 -0.087
H 5.3230 -6.8517 6.4748 -0.213 -0.156 0.252
H 6.0545 -8.3433 7.0970 0.627 0.114 -0.298
H 8.2874 -9.9516 3.9098 0.158 0.196 -0.635
H 9.5694 -9.5544 5.0149 0.157 0.048 -0.033
H 10.0116 -9.5045 3.2984 -0.454 -0.138 -0.184
O 7.3395 9.6625 0.1985 -1.674 -0.853 -1.199
S 6.1170 9.1450 -0.3982 -0.443 -0.443 1.975
O 5.9802 8.6644 -1.7444 0.436 0.578 0.344
O 5.6917 7.8551 0.5897 0.593 0.938 -1.034
C 4.5526 7.0445 0.2169 -2.035 0.973 0.979
C 3.5716 7.1095 1.4569 0.261 -0.892 -0.736
C 4.7354 10.3284 -0.0535 0.567 -1.008 -0.151
H 4.7519 6.0122 -0.0711 0.810 0.115 0.398
H 4.0662 7.4638 -0.6638 0.032 0.195 -0.030
H 4.0061 6.5331 2.2736 0.379 0.675 0.299
H 2.6201 6.5865 1.3611 -0.028 -0.219 -0.901
H 3.2523 8.1191 1.7151 0.655 0.084 0.170
H 3.8300 9.7435 -0.2155 -0.016 0.103 0.007
H 4.7517 11.1643 -0.7528 0.290 -0.172 0.025
H 4.7956 10.6564 0.9843 0.166 -0.077 -0.158
O -5.7677 3.7879 -9.7572 1.500 -0.519 0.643
S -4.7372 3.2714 -8.8703 0.874 0.802 1.007
O -3.5658 4.0867 -8.4544 -3.019 -1.972 -0.758
O -5.5740 2.7998 -7.4740 1.635 0.847 -1.277
C -6.9826 2.7116 -7.5656 -2.133 -0.543 -0.663
C -7.6624 2.7060 -6.2267 0.883 0.063 1.536
C -4.0688 1.6678 -9.5111 -0.535 0.918 -0.067
H -7.2822 1.8127 -8.1043 0.345 -0.277 -0.127
H -7.5141 3.5117 -8.0808 0.944 0.340 -0.518
H -7.1053 2.1317 -5.4865 0.113 -0.217 -0.028
H -8.6690 2.2879 -6.2181 0.023 0.148 -0.486
H -7.6859 3.7179 -5.8222 -0.190 0.046 0.005
H -3.3542 1.8678 -10.3096 0.045 0.512 0.202
H -4.8967 1.1566 -10.0024 -0.068 -0.213 0.523
H -3.5549 1.1282 -8.7156 -0.393 0.053 0.018
O -5.7560 4.3903 5.5027 1.798 -0.288 1.040
S -4.4916 4.0383 6.1442 -1.034 0.275 1.455
O -3.7127 2.9384 5.6698 0.079 0.606 -0.302
O -3.5208 5.3505 6.2277 -0.952 -0.465 -0.103
C -4.1030 6.6494 6.4970 1.452 2.276 -1.418
C -3.0409 7.7314 5.9479 -1.223 -1.432 0.629
C -4.6750 3.7722 7.9909 -0.385 0.458 -1.768
H -4.2784 6.8884 7.5459 0.112 -0.728 0.196
H -5.0148 6.8640 5.9395 -0.120 -0.737 0.009
H -3.4173 8.7371 6.1351 -0.006 -0.056 0.206
H -2.9499 7.6214 4.8673 0.202 -0.154 0.115
H -2.0918 7.5742 6.4603 0.019 0.127 -0.209
H -5.1939 4.6753 8.3121 0.178 -0.136 0.379
H -3.6641 3.6546 8.3813 -0.189 0.154 -0.050
H -5.2878 2.8901 8.1766 0.076 0.086 -0.190
N -8.3878 9.1411 -1.2358 1.085 0.299 0.846
C -8.6145 10.4085 -1.6225 -0.262 -1.624 0.448
C -7.6444 11.3685 -1.6352 0.257 1.683 -0.556
C -6.3574 11.1053 -1.2526 -0.229 -0.840 0.915
C -6.1504 9.8443 -0.6888 1.109 0.887 -0.580
C -7.1447 8.9025 -0.7150 -1.341 0.335 -0.454
H -9.6357 10.6544 -1.8734 -0.089 -0.072 -0.274
H -7.8838 12.3778 -1.9360 -0.220 0.060 -0.189
H -5.5997 11.8749 -1.2523 0.103 -0.065 -0.076
H -5.1661 9.6296 -0.2997 -0.018 -0.310 0.179
H -6.9306 7.9559 -0.2411 -0.383 -0.353 -0.265
N 2.2423 0.7869 -9.6098 -0.782 -0.464 0.207
C 1.9435 1.8049 -8.7938 0.654 -0.492 0.568
C 1.8056 1.6707 -7.4112 -0.097 -0.914 0.769
C 1.8176 0.3863 -6.8270 0.836 -0.663 -2.003
C 2.0368 -0.6988 -7.7021 -0.438 0.961 -0.902
C 2.2303 -0.4508 -9.0914 -0.287 0.704 1.473
H 1.8729 2.7798 -9.2530 0.097 0.130 -0.038
H 1.7301 2.5215 -6.7503 -0.254 0.258 -0.229
H 1.7541 0.1179 -5.7828 -0.197 0.657 0.199
H 1.9785 -1.7129 -7.3353 0.168 -0.088 -0.019
H 2.3247 -1.2671 -9.7923 0.281 -0.093 -0.022
C -1.0163 0.0930 0.6000 0.525 0.880 0.457
C 0.2061 0.0642 1.5749 -0.120 0.615 -0.806
C 0.0620 -1.1247 2.5498 -0.132 -0.612 0.592
F -0.1434 -2.2991 1.8435 0.472 0.967 0.141
F 1.1315 -1.3148 3.3814 -0.591 0.388 -0.903
F 1.3578 -0.0099 0.8771 0.024 -0.359 0.047
F 0.2708 1.2866 2.2382 -0.380 -1.522 -0.137
O -0.8064 1.2018 -0.2844 -2.001 1.880 -0.766
C -1.8836 2.2087 -0.3502 1.902 -1.190 -0.135
C -1.6663 3.1576 -1.6496 -0.281 -1.318 -1.309
F -2.5365 4.2215 -1.7854 0.872 -1.044 1.173
F -0.3887 3.5858 -1.7418 -0.233 0.411 1.037
F -3.0750 1.5836 -0.2890 -0.022 0.099 -1.067
F -1.8477 2.9397 0.7335 0.322 1.071 1.107
H -1.8901 0.2198 1.2391 -0.171 0.044 -0.156
H -1.1280 -0.8020 -0.0121 0.271 -0.094 0.318
H -0.8354 -0.9981 3.1553 0.075 0.202 0.189
H -1.7754 2.5738 -2.5636 -0.540 -0.408 0.221
C 1.9120 -9.2079 -1.2082 -0.452 -0.651 -0.188
C 3.3462 -8.7060 -1.4066 -1.537 0.152 -0.143
C 3.3565 -7.1485 -1.5281 1.217 0.643 0.895
F 2.5845 -6.6313 -2.5171 -0.219 -0.738 0.583
F 2.9947 -6.6341 -0.3037 -0.628 -0.252 -0.638
F 3.9969 -9.0660 -0.2845 1.034 0.113 -0.153
F 3.9765 -9.1980 -2.5050 -0.196 -0.039 0.492
O 1.7707 -10.6622 -1.2693 0.545 0.439 -0.580
C 1.3073 -11.3162 -0.1595 -0.124 0.613 -1.698
C 1.2155 -12.8345 -0.4515 1.330 0.739 -0.797
F 0.8214 -13.4561 0.6442 -0.573 -0.520 0.925
F 0.4524 -13.2504 -1.4910 0.144 0.730 0.398
F 2.1407 -11.1739 0.8540 1.518 -0.242 1.267
F 0.2034 -10.7514 0.2644 -2.278 0.406 0.392
H 1.2744 -8.7585 -1.9696 -0.078 -0.271 -0.030
H 1.5913 -8.8545 -0.2282 0.048 0.113 -0.087
H 4.3605 -6.7510 -1.6764 0.214 -0.447 -0.286
H 2.2721 -13.0285 -0.6363 0.031 -0.782 -0.341